{"formula": "C43H39BN3O5PPt", "method": "the ωB97M-V functional and the def2-TZVPD basis", "orbital_gap_ev": 6.049, "lumo_energy_ev": -1.108, "e_homo_ev": -7.16, "e_above_lowest_kj_mol": 333.0, "spin_multiplicity": 1, "energy_ha": -2687.90837, "total_charge": 0, "elements": ["Pt", "O", "N", "O", "C", "C", "C", "C", "C", "C", "N", "C", "C", "N", "C", "C", "C", "C", "H", "H", "H", "H", "H", "H", "H", "C", "C", "C", "C", "C", "C", "C", "P", "C", "C", "C", "C", "C", "C", "C", "C", "C", "C", "C", "C", "C", "C", "H", "H", "H", "H", "H", "H", "H", "H", "H", "H", "H", "H", "H", "H", "H", "H", "H", "H", "H", "H", "C", "C", "C", "C", "C", "C", "C", "C", "O", "B", "O", "C", "C", "H", "H", "H", "H", "H", "H", "H", "H", "H", "H", "H", "H", "O"], "xyz": [[0.23793, -0.21012, -0.02747], [-4.25741, 2.27693, 6.12791], [-3.17509, 1.77387, 5.90677], [-2.53730, 1.15703, 6.73643], [-2.62972, 1.88822, 4.52998], [-3.41836, 2.54863, 3.65913], [-3.00065, 2.76570, 2.31631], [-3.78095, 3.47600, 1.39072], [-3.29428, 3.66785, 0.12760], [-2.01801, 3.16698, -0.17852], [-1.27894, 2.47755, 0.65185], [-1.77194, 2.24951, 1.88545], [-1.00126, 1.40878, 2.78610], [0.07624, 0.78627, 2.26443], [0.90943, 0.17566, 3.07670], [0.70230, 0.12177, 4.45704], [-0.44147, 0.64206, 4.99114], [-1.36280, 1.30313, 4.14805], [-4.37056, 2.93045, 3.99809], [-4.75242, 3.84767, 1.69405], [-3.86158, 4.19097, -0.62971], [-1.58583, 3.37059, -1.15281], [1.74558, -0.34075, 2.63472], [1.42801, -0.37519, 5.08560], [-0.63617, 0.55543, 6.04508], [-2.38525, 1.50015, -3.23559], [-3.64370, 1.40597, -2.41620], [-4.70552, 2.25676, -2.70310], [-5.89867, 2.19614, -1.99532], [-6.04401, 1.26245, -0.98188], [-4.99179, 0.41103, -0.67453], [-3.78546, 0.47573, -1.37125], [-2.33786, -0.50588, -0.83693], [-3.02082, -1.54495, 0.52531], [-3.08995, -0.76589, 1.68019], [-3.59121, -1.26427, 2.86507], [-4.01072, -2.58407, 2.90723], [-3.94282, -3.36913, 1.77506], [-3.46449, -2.87002, 0.56344], [-3.42447, -3.76766, -0.63827], [-1.89194, -1.45997, -2.31901], [-2.85414, -1.83218, -3.26451], [-2.50844, -2.51630, -4.41018], [-1.17141, -2.83947, -4.62559], [-0.21412, -2.44231, -3.71366], [-0.54955, -1.72433, -2.55882], [0.60948, -1.25682, -1.71485], [-2.39730, 2.39664, -3.85548], [-2.27074, 0.63538, -3.89024], [-1.48548, 1.52104, -2.61302], [-4.59414, 2.97885, -3.50429], [-6.70952, 2.86940, -2.24333], [-6.97190, 1.19108, -0.42903], [-5.10747, -0.30469, 0.12696], [-2.74126, 0.24934, 1.59282], [-3.64010, -0.64451, 3.75304], [-4.39136, -3.00878, 3.82855], [-4.27002, -4.40096, 1.82255], [-3.84932, -4.74209, -0.39945], [-2.39973, -3.91347, -0.98269], [-3.99253, -3.34611, -1.46600], [-3.89332, -1.57481, -3.08902], [-3.26748, -2.79802, -5.12823], [-0.87747, -3.38450, -5.51360], [0.82962, -2.66995, -3.89752], [1.27446, -0.65379, -2.33862], [1.17044, -2.14208, -1.40320], [9.24236, -0.34344, -0.44627], [8.03309, 0.25989, -1.16081], [8.05580, -0.21182, -2.62144], [8.16627, 1.78847, -1.11945], [6.70903, -0.15262, -0.51461], [6.64966, -0.98716, 0.59935], [5.44266, -1.36724, 1.19342], [4.29376, -0.87675, 0.63000], [2.98413, -1.07974, 1.00393], [2.21409, -0.34909, 0.09812], [3.04765, 0.28952, -0.83123], [4.33356, -0.04801, -0.47745], [5.51286, 0.32879, -1.06781], [10.15611, -0.01777, -0.94636], [9.22211, -1.43444, -0.46895], [9.29970, -0.01927, 0.59435], [8.99623, 0.07724, -3.09591], [7.24098, 0.22649, -3.19874], [7.96199, -1.29778, -2.67796], [9.10737, 2.09715, -1.58009], [8.15356, 2.14935, -0.08941], [7.35383, 2.27839, -1.65732], [7.56354, -1.36603, 1.03264], [5.41572, -2.02095, 2.05431], [5.50380, 0.97871, -1.93264], [-0.08314, -1.77981, 0.92890]], "mulliken_charge": [2.17, -0.66, 1.14, -0.65, -1.01, -0.81, 2.08, -1.07, -0.70, -0.46, -0.27, -1.28, 0.85, -0.30, -0.41, -1.09, -0.77, 1.63, 0.57, 0.42, 0.48, 0.73, 0.61, 0.46, 0.55, -1.56, 1.37, -0.94, -0.80, -0.79, -1.18, 0.86, 0.41, 0.49, 0.83, -0.72, -1.10, -1.09, 0.53, -1.37, 0.90, -0.20, -0.83, -0.78, -0.59, 0.30, -2.57, 0.49, 0.27, 0.19, 0.40, 0.39, 0.47, 0.47, -0.19, 0.47, 0.39, 0.40, 0.47, 0.26, 0.25, 0.47, 0.45, 0.39, 0.50, 0.71, 0.63, -2.18, 2.23, -1.59, -1.59, 0.35, -0.13, -1.95, 1.07, -0.49, 0.55, -0.24, 0.07, -1.12, 0.43, 0.44, 0.43, 0.44, 0.32, 0.37, 0.44, 0.37, 0.32, 0.47, 0.50, 0.50, -1.24]}

***

{"formula": "C34H49N6O4SSbSe4Ti", "method": "the ωB97M-V functional and the def2-TZVPD basis", "orbital_gap_ev": [4.035, 4.572], "lumo_energy_ev": [3.340, 3.340], "e_homo_ev": [-0.69, -1.23], "e_above_lowest_kj_mol": 21.5, "spin_multiplicity": 3, "s2": 2.0114, "energy_ha": -13048.22816, "total_charge": -2, "elements": ["Ti", "C", "C", "C", "C", "C", "C", "C", "C", "C", "C", "C", "C", "H", "H", "H", "H", "H", "H", "H", "H", "H", "H", "H", "H", "H", "H", "H", "H", "H", "H", "C", "C", "O", "H", "H", "H", "O", "C", "O", "C", "N", "C", "C", "C", "H", "H", "H", "H", "H", "H", "H", "H", "H", "C", "C", "N", "C", "C", "N", "C", "N", "N", "N", "C", "C", "C", "C", "C", "C", "H", "H", "H", "H", "H", "H", "H", "H", "H", "H", "H", "Se", "Sb", "Se", "Se", "Se", "O", "S", "C", "C", "C", "C", "H", "H", "H", "H", "H", "H", "H", "H"], "xyz": [[0.74048, -0.22487, -0.50093], [-0.66353, 3.89121, 1.75615], [-0.48556, 2.52189, 2.37356], [0.77083, 2.16042, 2.86090], [1.89071, 3.17454, 2.82735], [0.96514, 0.89285, 3.41662], [2.32547, 0.45414, 3.90374], [-0.12187, 0.01658, 3.53071], [0.13556, -1.37308, 4.07075], [-1.39390, 0.41976, 3.12504], [-2.58962, -0.47574, 3.37365], [-1.56359, 1.64502, 2.48092], [-2.90609, 2.02029, 1.87878], [-0.22580, 4.66759, 2.38904], [-1.71198, 4.14776, 1.60987], [-0.16726, 3.95100, 0.78116], [1.83357, 3.84177, 3.69863], [1.83923, 3.79584, 1.93303], [2.86480, 2.70061, 2.82595], [2.90686, 1.29182, 4.29596], [2.90063, 0.00374, 3.09235], [2.27335, -0.30469, 4.67928], [0.36397, -1.37280, 5.14294], [1.02011, -1.81322, 3.59511], [-0.71154, -2.04096, 3.91270], [-2.76426, -1.16027, 2.53199], [-3.49978, 0.10543, 3.52905], [-2.44764, -1.08283, 4.26634], [-3.46038, 2.74296, 2.49044], [-3.54352, 1.14799, 1.74334], [-2.76969, 2.47042, 0.89188], [3.15485, -0.21970, -2.67033], [1.85713, -0.92986, -2.23669], [1.62380, -1.94866, -2.89073], [3.67780, -0.82705, -3.41227], [3.80376, -0.05845, -1.81063], [2.90405, 0.76073, -3.09342], [-0.67476, -1.65969, -1.28026], [-0.63679, -2.08931, -0.09067], [-0.71300, -1.29918, 0.90445], [-0.53077, -3.56436, 0.12642], [-0.07051, -3.83319, 1.50519], [-0.94805, -4.85195, 2.14709], [-1.73600, -5.45542, 0.98401], [-1.88652, -4.27960, 0.01681], [0.19720, -3.96940, -0.56942], [-0.02273, -2.94098, 2.00337], [0.94232, -4.26030, 1.47176], [-1.59667, -4.36500, 2.87517], [-0.30311, -5.56801, 2.65255], [-2.69230, -5.86806, 1.31114], [-1.15052, -6.25129, 0.51912], [-2.68966, -3.61859, 0.35420], [-2.09019, -4.57387, -1.01044], [-3.08527, -0.01680, -0.92194], [-2.21263, 1.10551, -1.35892], [-0.92907, 1.22263, -1.14159], [-0.51825, 2.42006, -1.71973], [-1.57101, 3.02563, -2.30835], [-2.66588, 2.18956, -2.06856], [-3.96980, 2.39920, -2.61577], [-4.37394, 1.30972, -3.50546], [-5.47521, 0.61581, -3.23949], [-5.57493, -0.37150, -4.02034], [-4.44266, -0.36962, -4.85045], [-4.04510, -1.25613, -5.84928], [-2.85032, -1.00766, -6.46060], [-2.04852, 0.11509, -6.09362], [-2.42913, 0.98788, -5.12718], [-3.66695, 0.71020, -4.50247], [-3.09863, -0.80772, -1.67225], [-2.66948, -0.42405, -0.00372], [-4.11063, 0.32085, -0.74866], [0.51182, 2.72875, -1.64297], [-1.66675, 3.95135, -2.85511], [-3.92237, 3.33404, -3.16255], [-4.74591, 2.46919, -1.86200], [-4.65170, -2.11659, -6.10538], [-2.49091, -1.68279, -7.22443], [-1.09645, 0.26221, -6.58560], [-1.80252, 1.81631, -4.83065], [4.04240, -2.78747, 4.05312], [3.92910, -3.17923, 1.62991], [2.23151, -1.63217, 0.54649], [2.78737, -5.38407, 1.24003], [6.08179, -3.00397, 0.50578], [1.76397, 1.24526, -0.23386], [3.44202, 1.31966, 0.54284], [3.94768, 2.70773, -0.55039], [5.41229, 2.53110, -0.92846], [6.10312, 1.90011, 0.27837], [5.23028, 0.71232, 0.66201], [3.79087, 3.63919, 0.00481], [3.27638, 2.70154, -1.40486], [5.86284, 3.48365, -1.22317], [5.48780, 1.84565, -1.77515], [6.15819, 2.62509, 1.09830], [7.12312, 1.58200, 0.03745], [5.34270, 0.35742, 1.68642], [5.36470, -0.13892, -0.00527]], "mulliken_charge": [-0.23, -2.59, 1.11, 2.27, -2.63, 0.74, -2.25, 1.97, -2.44, 0.88, -2.59, 1.80, -2.64, 0.52, 0.45, 0.20, 0.34, 0.39, 0.62, 0.42, -0.03, 0.52, 0.50, 0.07, 0.24, 0.19, 0.45, 0.51, 0.48, 0.42, 0.17, -0.44, 0.99, -0.77, 0.42, -0.37, 0.11, -0.59, 0.36, 0.60, 0.23, 1.05, -0.52, -0.59, -0.93, 0.40, -0.72, -0.71, 0.24, 0.37, 0.42, 0.34, 0.29, 0.42, -1.20, 0.24, 1.05, -0.66, -1.30, 0.61, -1.19, 0.82, -0.69, -0.59, 0.39, -0.82, -0.51, -0.59, -0.68, 1.27, 0.23, -0.34, 0.60, 0.29, 0.45, 0.38, 0.33, 0.43, 0.37, 0.39, 0.36, -0.76, 0.66, -0.13, -0.76, -0.75, -0.10, 0.18, -0.65, -0.59, -0.65, -0.74, 0.41, 0.10, 0.41, 0.22, 0.25, 0.36, 0.39, 0.09]}

***

{"formula": "C6H9F", "method": "the ωB97M-V functional and the def2-TZVPD basis", "orbital_gap_ev": [8.608, 8.607], "lumo_energy_ev": [-1.192, -1.192], "e_homo_ev": [-9.80, -9.80], "e_above_lowest_kj_mol": 370.0, "spin_multiplicity": 1, "energy_ha": -333.71542, "total_charge": 0, "elements": ["C", "C", "C", "C", "C", "C", "F", "H", "H", "H", "H", "H", "H", "H", "H", "H"], "xyz": [[1.72950, -0.35526, -1.06088], [0.62183, 2.08777, 0.70085], [0.43013, -0.60673, -1.02999], [-0.31673, 1.18118, 0.62055], [-1.35957, -1.21299, 0.61779], [-0.45555, -0.16345, -0.03578], [-1.85330, 0.50225, -1.59796], [2.23481, -0.78248, -1.78120], [2.13332, 0.36434, -0.40237], [0.34688, 2.85330, 1.38002], [1.41902, 2.08609, -0.00379], [0.02355, -1.30908, -1.67104], [-1.13758, 1.10573, 1.33232], [-1.44651, -2.02839, -0.03153], [-2.21299, -0.73040, 0.98669], [-0.86032, -1.49468, 1.45998]], "nbo_charge": [-0.29, -0.31, -0.26, -0.24, -0.65, 0.46, -0.66, 0.20, 0.19, 0.22, 0.21, 0.23, 0.20, 0.24, 0.24, 0.23]}